Record 1
Molecular formula: C2H3NOPS
Method: DFT, wB97M-V/def2-TZVPD

Structure (ORCA input):
```
! wB97M-V def2-TZVPD RIJCOSX def2/J DEFGRID3
* xyz 1 1
C -0.141 0.122 0.185
C -0.649 -0.848 1.099
N 1.165 -0.460 -1.472
O 1.340 0.636 -1.967
P 1.007 2.128 -1.869
S -0.271 1.712 0.011
H -1.681 -1.087 0.811
H -0.696 -0.430 2.110
H -0.075 -1.773 1.092
*
```

## Properties
LUMO (alpha / beta) (eV): -5.84 / -6.23
Energy above the lowest of the compared OMol25 structures with the same formula, charge and spin (kJ/mol): 365.14


Record 2
Molecular formula: C2HNO7S
Method: DFT, wB97M-V/def2-TZVPD

Structure (ORCA input):
```
! wB97M-V def2-TZVPD RIJCOSX def2/J DEFGRID3
* xyz -2 1
C 1.488 -1.749 0.393
C -1.354 2.052 0.709
N -0.772 -1.008 -1.139
O 2.195 -2.595 -0.094
O -0.254 1.053 0.384
O 0.725 -1.699 1.340
O -0.877 2.894 1.414
O 0.350 0.952 -1.978
O 1.586 -0.467 -0.309
O -2.488 1.871 0.376
S 0.190 0.107 -0.830
H -0.789 -1.412 -0.265
*
```

## Properties
LUMO (eV): 6.51
Energy above the lowest of the compared OMol25 structures with the same formula, charge and spin (kJ/mol): 0.00


Record 3
Molecular formula: C16H64O16
Method: DFT, wB97M-V/def2-TZVPD

Structure (ORCA input):
```
! wB97M-V def2-TZVPD RIJCOSX def2/J DEFGRID3
* xyz 0 1
C 33.532 2.638 -1.115
O 32.969 1.717 -1.951
H 32.817 2.880 -0.329
H 34.448 2.393 -0.578
H 33.721 3.610 -1.572
H 33.501 1.688 -2.750
C 27.699 -0.727 -1.664
O 27.441 -1.824 -0.814
H 28.442 0.019 -1.384
H 28.041 -1.126 -2.620
H 26.768 -0.179 -1.806
H 28.204 -1.820 -0.231
C 30.191 2.980 1.436
O 30.343 3.977 0.446
H 29.366 2.357 1.091
H 31.133 2.431 1.421
H 30.064 3.366 2.447
H 29.433 4.172 0.211
C 30.850 -0.613 1.847
O 29.996 0.007 0.987
H 30.220 -1.370 2.313
H 31.664 -1.089 1.300
H 31.120 0.020 2.693
H 30.284 -0.214 0.098
C 31.996 -1.370 -2.309
O 31.205 -0.366 -1.736
H 31.335 -1.832 -3.042
H 32.652 -0.805 -2.972
H 32.564 -2.024 -1.649
H 31.736 0.432 -1.685
C 34.319 2.004 3.321
O 34.430 0.607 3.526
H 35.151 2.496 2.818
H 33.516 2.357 2.673
H 34.187 2.397 4.329
H 34.444 0.188 2.662
C 27.744 -5.130 5.580
O 27.871 -6.161 6.549
H 28.776 -4.871 5.342
H 27.190 -5.708 4.840
H 27.198 -4.296 6.022
H 28.065 -6.979 6.086
C 27.795 3.570 -1.378
O 27.717 4.604 -0.364
H 26.880 3.331 -1.920
H 28.431 3.832 -2.223
H 28.076 2.651 -0.865
H 27.475 5.429 -0.790
C 33.707 0.499 7.270
O 34.441 -0.278 8.171
H 33.653 -0.190 6.427
H 32.707 0.758 7.615
H 34.328 1.351 6.991
H 34.411 -1.223 8.004
C 35.166 -3.376 5.082
O 36.202 -4.393 5.386
H 34.707 -2.981 5.988
H 35.669 -2.518 4.634
H 34.436 -3.703 4.341
H 37.073 -4.186 5.038
C 31.336 -4.129 2.725
O 31.623 -4.183 1.280
H 31.465 -5.150 3.082
H 32.039 -3.471 3.235
H 30.292 -3.839 2.846
H 31.882 -3.295 1.023
C 27.924 -1.386 4.212
O 26.862 -1.318 5.156
H 28.881 -1.075 4.631
H 28.021 -2.408 3.846
H 27.767 -0.838 3.282
H 27.155 -1.455 6.059
C 24.778 -1.910 1.161
O 25.005 -2.581 -0.042
H 23.844 -2.256 1.606
H 25.684 -2.143 1.721
H 24.656 -0.858 0.906
H 25.854 -2.315 -0.403
C 31.699 -2.553 6.324
O 30.405 -2.857 6.784
H 32.303 -2.237 7.174
H 32.245 -3.265 5.706
H 31.649 -1.673 5.682
H 30.536 -3.598 7.381
C 35.704 -1.521 1.148
O 34.708 -0.498 0.857
H 35.528 -2.225 0.335
H 36.681 -1.041 1.102
H 35.614 -1.995 2.125
H 34.707 -0.169 -0.045
C 30.386 2.753 -4.495
O 30.133 2.399 -5.796
H 31.346 3.256 -4.382
H 29.602 3.412 -4.121
H 30.389 1.890 -3.829
H 30.565 3.111 -6.273
*
```

## Properties
LUMO (eV): -0.18
Energy above the lowest of the compared OMol25 structures with the same formula, charge and spin (kJ/mol): 855.00


Record 4
Molecular formula: C13H24Br2N3O10P2S2SiV
Method: DFT, wB97M-V/def2-TZVPD

Structure (ORCA input):
```
! wB97M-V def2-TZVPD RIJCOSX def2/J DEFGRID3
* xyz -2 3
V 0.690 -0.875 2.660
Br 4.604 1.357 1.829
C 3.505 2.519 2.907
Br 2.061 3.310 1.924
H 4.145 3.311 3.272
H 3.059 1.917 3.691
N 0.849 -3.144 -1.595
C 0.754 -3.271 -0.124
C 0.689 -4.738 0.315
P -0.823 -2.438 0.369
O -0.836 -1.049 -0.462
O -1.943 -3.274 -0.121
O -0.689 -2.119 1.858
P 2.148 -2.429 0.723
O 3.336 -2.388 -0.378
O 2.509 -3.183 1.943
O 1.730 -0.968 0.922
H 0.008 -3.586 -1.963
H 1.637 -3.696 -1.920
H -0.200 -0.628 -2.124
H -0.193 -5.205 -0.128
H 0.634 -4.823 1.400
H 1.590 -5.265 -0.013
H -0.328 -0.341 -0.013
H 3.381 -1.489 -0.729
O 2.143 -0.200 3.777
S 1.303 0.025 5.072
O 1.951 -0.597 6.201
O 0.072 -0.751 4.627
O 1.046 1.440 5.221
C -1.573 -1.859 -3.898
C -0.547 -0.799 -4.131
C -0.181 -0.338 -5.367
C 0.853 0.621 -5.391
N 1.399 1.165 -4.340
C 0.929 0.806 -3.097
S 1.325 1.577 -1.697
N 0.047 -0.266 -3.055
H -2.149 -2.022 -4.807
H -2.241 -1.579 -3.083
H -1.089 -2.794 -3.616
H -0.631 -0.721 -6.269
H 1.246 0.946 -6.353
C -1.465 4.637 1.576
Si -2.261 2.984 1.159
C -2.476 2.860 -0.705
C -3.964 2.927 1.963
C -1.236 1.618 1.748
C -0.476 0.726 2.091
H -2.126 5.475 1.338
H -0.536 4.766 1.017
H -1.216 4.675 2.638
H -3.152 3.629 -1.090
H -2.878 1.878 -0.965
H -1.509 2.957 -1.204
H -4.608 3.734 1.604
H -3.872 3.010 3.048
H -4.447 1.972 1.745
*
```

## Properties
LUMO (alpha / beta) (eV): 4.04 / 4.04
Expectation value of S²: 2.01
Energy above the lowest of the compared OMol25 structures with the same formula, charge and spin (kJ/mol): 0.00


Record 5
Molecular formula: C5H7NS
Method: DFT, wB97M-V/def2-TZVPD

Structure (ORCA input):
```
! wB97M-V def2-TZVPD RIJCOSX def2/J DEFGRID3
* xyz 0 1
C -2.224 1.797 -0.466
C -1.370 -0.497 -0.903
C -0.225 -1.203 -0.733
C 0.680 -0.364 0.064
C -0.115 0.750 0.358
H -2.786 1.982 0.567
H -2.883 1.751 -1.413
H -1.617 2.756 -0.641
H -2.323 -0.615 -1.413
H -0.244 -2.364 -0.995
H 1.884 -0.658 2.348
H 0.187 1.651 0.806
N -1.292 0.682 -0.347
S 2.272 -0.760 0.828
*
```

## Properties
LUMO (eV): 0.68
Energy above the lowest of the compared OMol25 structures with the same formula, charge and spin (kJ/mol): 176.71


Record 6
Molecular formula: CH3N4O2
Method: DFT, wB97M-V/def2-TZVPD

Structure (ORCA input):
```
! wB97M-V def2-TZVPD RIJCOSX def2/J DEFGRID3
* xyz -1 1
C 2.986 -0.494 -0.090
N 2.093 -0.472 -1.001
N -1.008 -0.124 -0.625
N -2.296 -0.396 -0.379
N -0.057 -0.701 -0.119
O -0.153 -1.564 0.821
O 3.268 -0.071 1.012
H 3.986 -0.669 -0.776
H -2.309 -1.113 0.478
H -2.825 0.396 -0.124
*
```

## Properties
LUMO (alpha / beta) (eV): 3.76 / 2.91
Energy above the lowest of the compared OMol25 structures with the same formula, charge and spin (kJ/mol): 446.13